Density functional theory data (wB97M-V/def2-TZVPD) for a molecular structure, H10O5Tl in a non-equilibrium geometry.

Calculated values
**ΔE to the lowest compared entry with this formula, charge and spin**: 213.55 kJ/mol
**Gap between HOMO and LUMO**: 3.775 eV
**Charge**: +3

Each line ends with the Löwdin charge.
CARTESIAN COORDINATES (ANGSTROEM)
Tl  -0.312  0.278  -0.389  1.7164
O  -1.279  0.569  2.422  0.0657
H  -1.663  1.374  2.768  0.1179
H  -1.010  0.078  3.198  0.0945
O  1.118  2.648  -1.517  0.0349
H  0.639  3.014  -2.260  0.0943
H  1.999  3.014  -1.595  0.1145
O  -1.511  -2.235  0.326  0.0818
H  -0.791  -2.842  0.499  0.0880
H  -2.292  -2.697  0.629  0.1294
O  0.782  -1.382  1.828  0.0308
H  0.398  -1.347  2.704  0.0851
H  1.480  -2.033  1.898  0.1170
O  0.736  0.448  -3.128  0.0230
H  0.275  0.111  -3.896  0.1089
H  1.430  1.001  -3.488  0.0977

Cartesian forces (eV/Å) of the 2 atoms listed first:
Tl 0.6373 0.0817 0.4139
O -0.3773 -0.6080 -1.6429

Density functional theory data (wB97M-V/def2-TZVPD) for 5 unconnected molecules or ions with the total composition H11O5 in a non-equilibrium geometry.

Calculated values
**ΔE to the lowest compared entry with this formula, charge and spin**: 46.01 kJ/mol
**2S+1**: 2
**Gap between HOMO and LUMO (spin up / spin down)**: 3.311 / 12.278 eV
**Expectation value of S²**: 0.75
**Charge**: 0

Each line ends with the Löwdin charge.
CARTESIAN COORDINATES (ANGSTROEM)
O  0.226  1.658  1.476  -0.1820
H  1.091  1.666  1.936  0.0127
H  0.352  2.288  0.751  0.0069
O  -1.311  1.844  -1.699  -0.1331
H  -2.009  1.979  -2.363  0.0471
H  -1.839  2.082  -0.911  0.0283
O  1.920  -1.928  1.143  -0.1209
H  2.035  -2.874  1.101  0.0346
H  2.688  -1.369  0.968  0.0287
O  -0.484  -0.767  -1.771  -0.1132
H  0.068  -0.831  -2.535  0.0355
H  -0.950  0.095  -1.869  0.0049
O  -0.455  -0.842  0.911  0.1059
H  -0.367  0.142  1.159  0.0728
H  -0.652  -0.989  -0.070  0.0907
H  0.243  -1.512  1.146  0.0812

Cartesian forces (eV/Å) of the 2 atoms listed first:
O -0.2571 -0.2841 0.2837
H 0.0632 -0.1714 0.0878

Density functional theory data (wB97M-V/def2-TZVPD) for 6 unconnected molecules or ions with the total composition H11O5S in a non-equilibrium geometry.

Calculated values
**ΔE to the lowest compared entry with this formula, charge and spin**: 162.30 kJ/mol
**Gap between HOMO and LUMO**: 7.622 eV
**Charge**: -1

Each line ends with the Löwdin charge.
CARTESIAN COORDINATES (ANGSTROEM)
S  -1.299  -2.359  -0.672  0.0225
H  -1.693  -1.126  -0.511  -0.4591
H  1.600  1.967  0.550  0.0057
H  1.193  2.545  -0.827  -0.0101
O  1.954  2.525  -0.238  -0.1420
H  1.928  -0.271  0.735  0.0294
H  1.190  0.191  1.999  0.0474
O  1.766  0.561  1.324  -0.1230
H  0.575  -1.818  -0.154  -0.1107
H  1.997  -1.691  -1.032  0.0291
O  1.574  -1.483  -0.208  -0.1845
H  -1.265  2.074  1.067  0.0421
H  -1.503  0.704  0.944  0.0044
O  -2.036  1.473  1.227  -0.1240
H  -1.730  0.872  -1.211  0.0559
H  -0.207  0.493  -1.031  0.0351
O  -0.891  1.144  -0.809  -0.1182

Cartesian forces (eV/Å) of the 2 atoms listed first:
S 0.3961 -0.9042 -0.0149
H -0.4529 0.8170 0.1763

Density functional theory data (wB97M-V/def2-TZVPD) for 6 unconnected molecules or ions with the total composition H11O6 in a non-equilibrium geometry.

Calculated values
**ΔE to the lowest compared entry with this formula, charge and spin**: 133.07 kJ/mol
**Gap between HOMO and LUMO**: 8.862 eV
**Charge**: -1

Each line ends with the Löwdin charge.
CARTESIAN COORDINATES (ANGSTROEM)
O  -0.619  -0.421  0.714  -0.3838
H  -1.003  -1.301  0.915  -0.0152
O  0.662  -1.685  -1.128  -0.1242
H  1.474  -1.868  -0.694  -0.0151
H  0.213  -0.860  -0.748  0.0041
O  1.969  -1.152  2.095  -0.0544
H  2.162  -0.262  2.168  -0.0246
H  1.288  -1.212  1.396  0.0050
O  -2.715  1.885  -0.549  -0.0873
H  -2.240  1.578  0.239  0.0100
H  -1.941  1.687  -1.094  0.0213
O  -0.580  1.307  2.356  -0.1582
H  -0.747  0.514  1.758  -0.1031
H  0.251  1.004  2.685  -0.0402
O  0.787  0.486  -3.573  -0.0363
H  0.080  -0.069  -3.868  0.0233
H  0.959  0.371  -2.673  -0.0213

Cartesian forces (eV/Å) of the 2 atoms listed first:
O -0.3074 -1.2944 -0.4900
H 0.2565 0.8347 -0.3451

Density functional theory data (wB97M-V/def2-TZVPD) for 6 unconnected molecules or ions with the total composition H11O6 in a non-equilibrium geometry.

Calculated values
**ΔE to the lowest compared entry with this formula, charge and spin**: 15.25 kJ/mol
**2S+1**: 2
**Gap between HOMO and LUMO (spin up / spin down)**: 10.880 / 6.288 eV
**Expectation value of S²**: 0.75
**Charge**: 0

Each line ends with the Löwdin charge.
CARTESIAN COORDINATES (ANGSTROEM)
O  -0.603  -2.179  -0.168  0.0529
H  -1.301  -2.795  0.107  0.0868
O  1.354  -0.303  -2.427  -0.0531
H  0.598  -0.858  -2.555  0.0080
H  1.147  0.626  -2.262  0.0042
O  0.555  -1.382  1.761  -0.0278
H  1.374  -1.875  1.908  0.0850
H  0.103  -1.677  0.914  -0.0407
O  -1.240  0.439  -0.559  -0.0439
H  -1.309  0.581  0.399  0.0428
H  -0.994  -0.481  -0.592  -0.0243
O  -0.009  1.103  2.391  -0.0782
H  0.222  0.153  2.364  -0.0220
H  -0.309  1.236  3.300  0.0392
O  0.183  2.550  -1.922  -0.0536
H  0.626  2.942  -1.179  0.0340
H  -0.397  1.919  -1.479  -0.0092

Cartesian forces (eV/Å) of the 2 atoms listed first:
O -0.2846 -0.9094 -0.8162
H -0.1733 -0.1273 0.0909

Density functional theory data (wB97M-V/def2-TZVPD) for 7 unconnected molecules or ions with the total composition H12IO6.

Calculated values
**ΔE to the lowest compared entry with this formula, charge and spin**: 31.70 kJ/mol
**Gap between HOMO and LUMO**: 8.554 eV
**Charge**: -1

Each line ends with the Löwdin charge.
CARTESIAN COORDINATES (ANGSTROEM)
I  -0.120  -0.701  -1.049  0.1860
O  2.585  1.784  -1.451  -0.1080
H  2.083  0.980  -1.254  -0.1066
H  3.463  1.608  -1.100  0.0224
O  -2.022  1.666  0.894  -0.1200
H  -1.602  0.976  0.349  -0.1283
H  -1.711  1.486  1.784  0.0050
O  1.664  0.834  1.891  -0.0960
H  1.430  0.559  0.990  -0.0761
H  0.816  1.081  2.269  0.0130
O  -1.967  -3.868  -0.786  -0.1181
H  -2.239  -4.051  0.118  0.0172
H  -1.653  -2.951  -0.756  -0.1207
O  0.974  -2.463  2.087  -0.1079
H  0.480  -2.055  1.362  -0.0929
H  0.923  -1.819  2.798  0.0123
O  -1.329  2.288  -2.982  -0.1057
H  -1.006  1.603  -2.378  -0.0980
H  -0.769  3.043  -2.785  0.0223

Cartesian forces (eV/Å) of the 2 atoms listed first:
I 0.0551 0.0549 0.1619
O 0.1312 0.0059 0.0061

Density functional theory data (wB97M-V/def2-TZVPD) for a molecular structure, H12Li4O14S2 in a non-equilibrium geometry.

Calculated values
**Gap between HOMO and LUMO**: 4.660 eV
**Charge**: 0

Each line ends with the Löwdin charge.
CARTESIAN COORDINATES (ANGSTROEM)
Li  -2.272  7.872  -0.759  0.9027
Li  3.093  7.908  -0.696  0.9110
Li  2.439  12.274  -2.647  0.8857
Li  -2.321  12.334  -2.398  0.9101
S  -0.036  10.883  1.014  0.0314
O  -0.244  11.271  2.404  -0.4164
O  0.686  9.647  0.933  -0.4544
O  -1.290  10.706  0.328  -0.4756
O  0.775  11.854  0.296  -0.4624
S  0.643  9.091  -4.181  0.0809
O  1.887  9.196  -3.464  -0.4857
O  -0.222  8.188  -3.456  -0.4628
O  0.078  10.464  -4.127  -0.5149
O  0.791  8.647  -5.578  -0.4076
O  -1.998  14.563  4.952  -0.0532
H  -2.691  14.630  4.294  0.0233
H  -1.512  13.775  4.710  0.0257
O  3.193  15.170  1.342  -0.0538
H  3.675  14.610  1.951  0.0325
H  2.699  14.560  0.794  0.0154
O  -4.440  11.477  2.816  -0.0565
H  -3.836  10.878  3.254  0.0281
H  -3.894  11.955  2.191  0.0214
O  1.375  6.774  3.668  -0.0530
H  0.627  7.261  4.015  0.0239
H  1.535  7.161  2.807  0.0132
O  3.032  10.786  5.320  -0.0528
H  2.873  10.707  6.261  0.0248
H  2.159  10.861  4.935  0.0241
O  -1.468  9.105  5.667  -0.0516
H  -0.758  9.079  6.309  0.0269
H  -1.186  9.757  5.025  0.0194

Cartesian forces (eV/Å) of the 2 atoms listed first:
Li 0.9903 0.8198 -0.1818
Li -0.9519 0.6674 -0.4652

Density functional theory data (wB97M-V/def2-TZVPD) for a molecular structure, H12LiO6 in a non-equilibrium geometry.

Calculated values
**ΔE to the lowest compared entry with this formula, charge and spin**: 174.55 kJ/mol
**Gap between HOMO and LUMO**: 11.727 eV
**Charge**: +1

Each line ends with the Löwdin charge.
CARTESIAN COORDINATES (ANGSTROEM)
Li  0.034  0.529  0.070  0.7153
O  -2.030  0.283  0.127  0.0159
H  -2.775  0.586  -0.220  -0.0004
H  -2.239  -0.593  0.315  0.0292
O  -0.097  0.541  2.407  -0.1406
H  0.082  1.219  3.072  0.0499
H  -1.070  0.279  2.779  0.1467
O  1.412  -1.044  0.322  -0.1884
H  2.378  -0.795  0.647  0.1368
H  1.008  -1.493  1.195  0.1283
O  0.174  0.490  -2.140  -0.1437
H  -0.338  -0.346  -2.401  0.0536
H  0.549  0.918  -2.978  0.1048
O  -0.748  -2.079  -1.537  -0.1317
H  0.106  -2.192  -1.009  0.0469
H  -1.229  -3.018  -1.472  0.1394
O  1.229  2.207  0.253  -0.0930
H  1.687  1.981  -0.481  -0.0385
H  1.868  2.523  1.053  0.1695

Cartesian forces (eV/Å) of the 2 atoms listed first:
Li -0.0526 0.3434 -0.0153
O 5.4373 -0.1374 2.0806

Density functional theory data (wB97M-V/def2-TZVPD) for 5 unconnected molecules or ions with the total composition H12NO4 in a non-equilibrium geometry.

Calculated values
**ΔE to the lowest compared entry with this formula, charge and spin**: 120.12 kJ/mol
**Gap between HOMO and LUMO**: 12.294 eV
**Charge**: +1

Each line ends with the Löwdin charge.
CARTESIAN COORDINATES (ANGSTROEM)
N  0.764  0.604  0.296  0.2859
H  -0.051  0.648  -0.371  0.0543
H  1.190  -0.254  0.302  0.0500
H  0.455  0.838  1.277  0.1094
H  1.537  1.148  0.013  0.1279
H  -3.376  -1.914  -2.817  0.1054
H  -2.415  -1.658  -1.606  0.0637
O  -2.802  -1.211  -2.398  -0.0802
H  3.298  -1.806  0.441  0.0574
H  2.438  -2.791  -0.287  0.0292
O  2.395  -2.136  0.379  -0.0278
H  0.377  2.920  2.644  0.1294
H  0.414  1.694  3.538  0.0490
O  0.630  1.927  2.648  -0.0623
H  -2.020  -0.078  -1.310  0.0604
H  -1.574  1.486  -1.458  0.0953
O  -1.261  0.583  -1.290  -0.0472

Cartesian forces (eV/Å) of the 2 atoms listed first:
N -1.4367 1.5830 1.2657
H -0.0336 -0.2885 -0.1351

Density functional theory data (wB97M-V/def2-TZVPD) for 5 unconnected molecules or ions with the total composition H12NO4 in a non-equilibrium geometry.

Calculated values
**ΔE to the lowest compared entry with this formula, charge and spin**: 69.97 kJ/mol
**Gap between HOMO and LUMO**: 11.934 eV
**Charge**: +1

Each line ends with the Löwdin charge.
CARTESIAN COORDINATES (ANGSTROEM)
N  -0.909  -1.219  -0.498  0.2869
H  -0.132  -0.563  -0.519  0.0793
H  -0.426  -2.118  -0.450  0.1236
H  -1.452  -1.164  0.375  0.0905
H  -1.466  -1.097  -1.341  0.1564
H  2.019  3.531  0.034  0.0608
H  1.639  4.728  -0.784  0.0659
O  1.680  3.766  -0.839  -0.0462
H  1.490  -2.894  0.785  0.0665
H  1.964  -1.726  1.545  0.0668
O  1.261  -1.961  0.926  -0.0488
H  -2.649  -2.521  2.224  0.0698
H  -3.016  -0.996  2.033  0.0673
O  -2.747  -1.805  1.590  -0.0367
H  1.303  1.231  -2.033  0.0620
H  0.686  2.190  -1.243  0.0159
O  0.629  1.215  -1.332  -0.0800

Cartesian forces (eV/Å) of the 2 atoms listed first:
N 0.6531 -0.3813 -0.0098
H 0.1154 0.8482 0.0230

Density functional theory data (wB97M-V/def2-TZVPD) for 6 unconnected molecules or ions with the total composition H12O5S2.

Calculated values
**ΔE to the lowest compared entry with this formula, charge and spin**: 85.11 kJ/mol
**Gap between HOMO and LUMO**: 9.965 eV
**Charge**: 0

Each line ends with the Löwdin charge.
CARTESIAN COORDINATES (ANGSTROEM)
S  1.152  -0.217  4.448  0.2583
S  2.457  1.184  3.682  0.2232
H  1.436  -1.183  3.576  -0.2575
H  3.548  1.034  4.456  -0.2044
H  -2.638  -0.341  1.686  0.0414
H  -1.940  1.050  1.726  0.0398
O  -1.972  0.209  1.264  -0.0518
H  0.395  -2.665  1.339  0.0354
H  1.478  -2.782  2.366  0.0044
O  0.717  -3.261  2.026  -0.0587
H  -2.337  -1.693  -1.896  0.0486
H  -1.597  -0.654  -1.131  0.0279
O  -1.868  -0.867  -2.037  -0.0500
H  0.125  -0.143  -4.056  0.0474
H  -0.434  0.376  -2.760  0.0050
O  0.255  0.556  -3.409  -0.0538
H  0.653  2.502  -4.165  -0.0014
H  0.168  3.474  -3.095  0.0186
O  0.402  3.423  -4.020  -0.0723

Cartesian forces (eV/Å) of the 2 atoms listed first:
S 0.2644 0.2751 0.1125
S -0.1070 0.2272 -0.1429

Density functional theory data (wB97M-V/def2-TZVPD) for 6 unconnected molecules or ions with the total composition H12O6 in a non-equilibrium geometry.

Calculated values
**ΔE to the lowest compared entry with this formula, charge and spin**: 102.84 kJ/mol
**2S+1**: 2
**Gap between HOMO and LUMO (spin up / spin down)**: 2.572 / 10.755 eV
**Expectation value of S²**: 0.75
**Charge**: -1

Each line ends with the Löwdin charge.
CARTESIAN COORDINATES (ANGSTROEM)
O  -3.101  1.631  -1.079  -0.1089
H  -2.350  1.074  -0.877  -0.0197
H  -3.395  1.956  -0.228  0.0071
O  -1.494  -2.995  -1.822  -0.1601
H  -1.761  -2.751  -2.708  -0.0067
H  -0.537  -3.005  -1.854  -0.0398
O  1.752  -1.360  -0.909  -0.1698
H  2.425  -0.739  -1.186  -0.0112
H  1.331  -1.638  -1.723  -0.0419
O  0.211  1.168  4.156  -0.1485
H  -0.478  0.646  3.744  -0.0060
H  -0.081  2.073  4.054  0.0011
O  -0.544  0.155  -0.076  -0.1308
H  -0.333  0.152  0.857  -0.0106
H  -0.128  -0.636  -0.419  -0.0291
O  2.846  1.341  -0.358  -0.1220
H  2.548  0.772  0.351  -0.0104
H  3.091  2.158  0.076  0.0072

Cartesian forces (eV/Å) of the 2 atoms listed first:
O -0.5315 0.3317 -0.3310
H 0.6792 -0.4290 0.1996

Density functional theory data (wB97M-V/def2-TZVPD) for a molecular structure, H12O6 in a non-equilibrium geometry.

Calculated values
**ΔE to the lowest compared entry with this formula, charge and spin**: 526.22 kJ/mol
**Gap between HOMO and LUMO**: 9.709 eV
**Charge**: 0

Each line ends with the Löwdin charge.
CARTESIAN COORDINATES (ANGSTROEM)
O  -1.652  1.203  -1.073  -0.0288
H  -2.540  0.876  -0.926  0.0519
H  -1.548  1.197  -2.025  0.0730
O  0.889  -1.853  -1.646  -0.0853
H  0.773  -1.298  -0.874  -0.1948
H  1.724  -1.571  -2.020  0.0180
O  0.636  -0.209  -0.376  -0.0045
H  -0.220  0.184  -0.549  0.0325
H  0.748  -0.135  0.572  0.0452
O  1.581  1.291  1.400  0.1108
H  2.182  0.903  0.764  0.1205
H  1.244  2.074  0.965  0.1321
O  -1.660  -1.152  -0.110  -0.0363
H  -2.522  -0.735  -0.114  0.0357
H  -1.375  -1.122  -1.023  0.0302
O  0.203  0.174  2.428  -0.0603
H  0.800  0.766  1.971  -0.2805
H  0.737  -0.593  2.635  0.0405

Cartesian forces (eV/Å) of the 2 atoms listed first:
O 0.1710 0.7950 -0.2894
H -0.1696 0.2130 0.0498